Computed, not measured: 2 unconnected molecules or ions with the total composition C21H28ClN5O5 in a non-equilibrium geometry, with wB97M-V/def2-TZVPD.

For the HOMO energy, the calculation gives -0.29435 Ha. Its energy above the lowest of the compared OMol25 structures with the same formula, charge and spin is 1.595 eV. As for the SMILES: CNC(=O)COc1cccc(Nc2cc(Cl)ccn2)c1.CNC(=O)[C@@H](NC(C)=O)[C@@H](C)O. The calculation puts the LUMO energy at 0.413 eV. The value obtained for the HOMO-LUMO gap is 8.4228 eV.

```
! wB97M-V def2-TZVPD RIJCOSX def2/J DEFGRID3
* xyz 0 1
Cl -0.5649 3.3480 6.4694
O -2.4147 -0.6939 -2.2361
O -3.2455 -2.0512 2.1438
O 7.5825 -1.0063 -2.9808
O 5.0454 0.1931 -0.7492
O -5.0274 -1.6744 -2.8376
N 1.8000 2.0227 2.1511
N 7.7228 -0.3975 -0.8137
N -0.5746 1.8904 2.1870
N -6.0901 -2.2318 -0.9415
N -4.0361 -0.8319 0.4993
C -3.3476 -1.8875 0.9389
C 2.7981 0.6044 -1.6804
C 3.3567 1.0984 0.6142
C 7.0137 -0.5802 -1.9851
C -2.7180 -2.8947 -0.0018
C 9.1434 -0.6810 -0.6663
C -1.7578 2.4971 4.1691
C 3.7445 0.6196 -0.6400
C -5.2260 -1.4857 -1.6419
C 5.5249 -0.2379 -2.0411
C -3.3092 0.2418 -1.6935
C -6.8899 -3.3171 -1.5068
C 2.0657 1.5709 0.8555
C -2.4986 1.2555 -0.8878
C 1.5073 1.0898 -1.4643
C -4.4347 -0.4216 -0.8682
C 0.6157 2.6122 4.1138
C 0.5808 2.1694 2.7947
C -1.7226 2.0447 2.8544
C 1.1547 1.5867 -0.2092
C -0.5679 2.7857 4.8192
H -5.1588 0.3767 -0.7169
H 2.6023 2.0805 2.7630
H 0.7756 1.0849 -2.2677
H -4.3259 -0.2260 1.2498
H -3.1643 1.9782 -0.4175
H 9.7321 -0.0383 -1.3292
H 4.0861 1.0883 1.4152
H -6.1687 -2.0512 0.0481
H 9.3527 -1.7273 -0.9126
H -2.4099 -3.7667 0.5732
H 9.4613 -0.4989 0.3648
H -7.5816 -2.9189 -2.2519
H -1.8372 -2.4476 -0.4571
H 4.9779 -1.1268 -2.3687
H -3.7750 0.7711 -2.5256
H -3.4172 -3.2084 -0.7696
H -1.8193 1.7819 -1.5578
H 1.5611 2.8300 4.5931
H -2.6562 1.8126 2.3512
H 7.1914 -0.0510 -0.0177
H 3.0413 0.2241 -2.6655
H -6.2362 -4.0444 -1.9931
H 0.1594 1.9883 -0.0830
H 5.3851 0.5549 -2.7819
H -1.9147 0.7412 -0.1232
H -7.4567 -3.8165 -0.7197
H -2.9288 -1.2415 -2.8447
H -2.7062 2.6130 4.6801
*
```